Density functional theory data (the ωB97M-V functional and the def2-TZVPD basis) for 2 unconnected molecules or ions with the total composition C9H14 at a distorted geometry.

Bonds (Å) are listed after each position.
Cartesian coordinates (Å):
1 C -0.40004 1.33926 2.88577  C8 1.514, H11 1.110, H15 1.143, H17 1.146
2 C 1.41066 0.33508 -0.29077  C5 1.381, C7 1.362, H18 1.120
3 C 0.89230 -1.50586 0.93396  C4 1.334, C7 1.362, H19 1.107
4 C 0.17453 -0.71872 1.73692  C3 1.334, C8 1.403, H21 1.088
5 C 1.09240 1.18970 0.74695  C2 1.381, C8 1.354, H20 1.094
6 C -1.41639 0.22008 -2.78138  C9 1.604, H14 1.075, H16 1.116, H22 1.058
7 C 1.46052 -1.02286 -0.20516  C2 1.362, C3 1.362, H12 1.022
8 C 0.29044 0.67902 1.71152  C1 1.514, C4 1.403, C5 1.354
9 C -0.61892 -0.98604 -2.08594  C6 1.604, H10 1.074, H13 1.129, H23 1.120
10 H 0.40668 -0.98585 -2.40410  C9 1.074
11 H -0.25275 2.42556 2.71406  C1 1.110
12 H 1.63011 -1.80415 -0.84173  C7 1.022
13 H -1.32563 -1.84887 -2.26299  C9 1.129
14 H -2.30163 0.56421 -2.27730  C6 1.075
15 H 0.17244 1.10676 3.84680  C1 1.143
16 H -0.84257 1.17378 -2.86635  C6 1.116
17 H -1.46235 1.07889 3.22925  C1 1.146
18 H 1.60272 0.90478 -1.23593  C2 1.120
19 H 0.68278 -2.59110 0.99372  C3 1.107
20 H 1.31033 2.25774 0.65562  C5 1.094
21 H -0.35619 -1.11148 2.60229  C4 1.088
22 H -1.61647 -0.03730 -3.78793  C6 1.058
23 H -0.53295 -0.66261 -1.01728  C9 1.120

Results
ΔE to the lowest compared entry with this formula, charge and spin (kJ/mol): 225.2
HOMO level (eV): -8.892
2S+1: 1
SMILES: Cc1ccccc1.CC